Entry 1:
Density functional theory data (ωB97M-V/def2-TZVPD) for a structure of composition C36H46BClF7N3PbSSbSe2 in a non-equilibrium geometry.

E_LUMO (alpha / beta), eV: -1.367 / -1.366
Net charge: 0
Highest occupied orbital energy (alpha / beta), Eh: -0.202 / -0.238
Multiplicity: 2

Each line ends with the Löwdin spin population.
Atoms and positions in Å:
Pb -0.20 0.82 -0.16  0.017
Se -3.94 0.93 -1.58  0.000
Se -2.99 2.69 -2.88  0.000
C -1.45 1.61 -3.26  0.003
C -1.17 1.23 -4.58  0.002
C -0.04 0.46 -4.84  0.003
C 0.79 0.07 -3.80  0.000
C 0.49 0.46 -2.49  0.004
N -0.62 1.22 -2.26  0.007
C -3.38 1.79 0.05  0.002
C -4.33 2.35 0.91  0.001
C -3.91 2.97 2.08  0.002
C -2.55 3.03 2.38  0.000
C -1.63 2.47 1.50  0.003
N -2.06 1.87 0.36  0.002
H -1.82 1.54 -5.39  0.000
H 0.19 0.16 -5.86  0.000
H 1.67 -0.54 -3.99  0.000
H 1.12 0.17 -1.67  0.003
H -5.39 2.30 0.67  0.000
H -4.63 3.40 2.76  0.000
H -2.21 3.51 3.29  0.000
H -0.57 2.51 1.72  0.000
S 2.84 0.41 1.73  0.375
C 1.62 0.57 0.97  0.464
C 2.45 -2.25 -3.43  0.000
C 2.46 -2.78 -1.99  0.006
C 3.77 -2.35 -1.32  0.001
C 2.42 -4.33 -2.03  0.001
Sb 0.77 -1.79 -0.88  0.012
C 0.87 -2.54 1.22  -0.004
C 1.93 -1.68 1.93  0.010
C 1.25 -4.02 1.33  -0.001
C -0.47 -2.30 1.94  -0.001
C -1.11 -2.39 -1.95  0.010
C -1.24 -1.44 -3.16  0.000
C -2.33 -2.16 -1.05  0.000
C -1.10 -3.84 -2.43  0.001
H 3.33 -2.63 -3.99  0.000
H 2.49 -1.14 -3.43  0.000
H 1.54 -2.59 -3.96  0.000
H 4.65 -2.73 -1.88  0.000
H 3.83 -2.76 -0.29  0.000
H 3.84 -1.24 -1.27  0.001
H 3.29 -4.71 -2.60  0.000
H 1.52 -4.71 -2.54  0.000
H 2.45 -4.78 -1.03  0.000
H 2.93 -1.80 1.47  0.003
H 2.02 -1.97 3.00  0.002
H 1.66 -0.61 1.88  0.005
H 2.28 -4.18 0.97  0.000
H 0.53 -4.65 0.76  0.000
H 1.24 -4.34 2.39  0.000
H -0.79 -1.24 1.83  0.000
H -0.38 -2.54 3.02  0.000
H -1.25 -2.97 1.54  0.000
H -1.27 -0.38 -2.81  0.000
H -2.17 -1.65 -3.72  0.000
H -0.39 -1.55 -3.85  0.000
H -2.33 -1.13 -0.64  0.000
H -2.35 -2.89 -0.22  0.000
H -3.27 -2.32 -1.62  0.000
H -0.33 -3.98 -3.21  0.000
H -2.07 -4.09 -2.92  0.001
H -0.93 -4.53 -1.59  0.000
Cl -2.66 -1.29 7.35  0.000
C -2.13 -0.83 5.78  0.000
C -0.89 -1.25 5.31  0.000
C -0.47 -0.89 4.03  0.000
C -1.28 -0.09 3.22  0.000
C -0.87 0.24 1.87  0.011
C -2.53 0.33 3.70  0.000
C -2.95 -0.03 4.98  0.000
H -0.25 -1.88 5.94  0.000
H 0.50 -1.23 3.68  0.000
H -1.63 0.42 1.08  0.005
H 0.00 -0.26 1.40  0.004
H -3.18 0.94 3.08  0.000
H -3.92 0.30 5.34  0.000
F 1.80 6.78 2.90  0.000
C 1.61 6.75 1.53  0.000
F 0.69 7.72 1.18  0.000
F 2.81 7.03 0.90  0.000
C 1.15 5.37 1.12  0.001
C 2.02 4.20 1.41  0.004
C 1.62 2.97 1.05  0.009
N 0.37 2.78 0.39  0.003
C -0.41 3.77 0.12  0.001
C -0.02 5.16 0.49  0.001
H 2.97 4.33 1.91  0.001
H 2.26 2.12 1.26  -0.001
H -1.36 3.61 -0.39  0.000
H -0.70 5.97 0.25  0.000
F 1.48 1.17 -1.18  0.022
B 2.70 1.42 -1.92  0.002
F 3.75 1.85 -1.01  0.003
F 3.12 0.20 -2.59  0.000
F 2.46 2.45 -2.91  0.000
H -1.69 -0.16 -0.43  -0.002

Entry 2:
Density functional theory data (ωB97M-V/def2-TZVPD) for the ion C7H13N2 with charge +1 in a non-equilibrium geometry.

E_LUMO (alpha / beta), eV: -2.603 / -6.602
Net charge: +1
Highest occupied orbital energy (alpha / beta), Eh: -0.357 / -0.513
Multiplicity: 3
Energy relative to the best compared isomer or geometry (same formula, charge and spin), kcal per mole: 0.0

Each line ends with the Löwdin spin population.
Atoms and positions in Å:
C 0.78 -0.12 -0.01  0.550
C -0.62 -0.88 -0.02  0.153
C 1.97 -0.75 0.15  0.646
C 0.61 1.27 -0.25  0.094
C -0.96 1.43 -0.22  0.007
C 3.21 0.05 0.18  0.112
C -2.95 -0.04 0.15  0.017
N -1.52 0.10 -0.12  0.189
N -0.86 -2.18 0.10  0.044
H 2.12 -1.76 0.34  0.036
H 1.07 1.86 0.53  0.027
H 1.09 1.58 -1.19  0.037
H -1.18 2.10 0.51  0.005
H -1.40 1.91 -1.05  0.005
H 4.03 -0.48 0.54  0.001
H 3.12 1.04 0.58  0.017
H 3.39 0.30 -0.82  0.043
H -3.52 0.11 -0.72  0.006
H -3.12 -0.96 0.60  0.000
H -3.21 0.75 0.95  0.007
H -0.17 -2.87 -0.27  0.004
H -1.88 -2.45 0.05  0.001

Entry 3:
Density functional theory data (ωB97M-V/def2-TZVPD) for a cluster of 6 separate species, C13H25F12N6O11S4 in total in a non-equilibrium geometry.

E_LUMO, eV: 1.387
Net charge: -1
Highest occupied orbital energy, Eh: -0.259
Energy relative to the best compared isomer or geometry (same formula, charge and spin), kcal per mole: 119.8

Each line ends with the Mulliken charge.
Atoms and positions in Å:
N 0.22 -0.89 0.17  -0.225
H -0.31 -0.23 -0.39  0.375
H 1.00 -0.34 0.52  0.194
H 0.50 -1.72 -0.33  0.297
H -0.30 -1.09 1.01  0.351
C 5.41 0.16 1.22  0.597
F 4.68 -0.61 0.38  -0.230
F 6.20 -0.69 1.89  -0.208
F 6.12 1.08 0.56  -0.200
S 4.16 0.86 2.53  0.992
O 3.71 -0.27 3.32  -0.644
O 4.98 1.79 3.29  -0.587
N 2.93 1.53 1.52  -0.307
S 2.71 2.90 2.10  0.987
O 2.51 2.90 3.57  -0.666
O 3.65 3.88 1.54  -0.644
C 0.98 3.41 1.39  0.529
F 1.00 3.63 0.10  -0.211
F 0.05 2.47 1.67  -0.192
F 0.69 4.55 2.01  -0.221
C -1.90 -5.43 -0.94  0.670
F -1.97 -5.69 -2.23  -0.212
F -2.38 -4.24 -0.66  -0.222
F -2.58 -6.28 -0.15  -0.225
S -0.02 -5.61 -0.53  0.884
O 0.09 -5.41 0.90  -0.613
O 0.37 -6.97 -1.02  -0.560
N 0.64 -4.28 -1.42  -0.301
S 1.52 -4.95 -2.54  0.914
O 2.81 -5.47 -2.09  -0.650
O 0.83 -5.85 -3.42  -0.597
C 2.04 -3.46 -3.75  0.557
F 1.00 -2.70 -4.00  -0.218
F 3.02 -2.86 -3.07  -0.213
F 2.49 -3.94 -4.88  -0.210
C 5.49 3.73 -2.63  -0.892
C 4.13 3.75 -3.35  0.746
O 3.69 4.85 -3.69  -0.660
N 3.42 2.67 -3.43  -0.186
C 2.06 2.63 -4.01  -0.819
H 5.24 3.17 -1.73  0.122
H 6.01 4.68 -2.53  0.277
H 6.11 3.03 -3.19  0.341
H 3.68 2.00 -2.72  0.221
H 1.69 1.60 -3.95  0.301
H 2.07 2.97 -5.05  0.264
H 1.26 3.14 -3.49  0.296
C -4.59 -0.73 3.88  -0.903
C -3.15 -0.79 4.14  0.668
O -2.35 -1.12 3.26  -0.661
N -2.76 -0.53 5.39  -0.184
C -1.33 -0.37 5.73  -0.833
H -4.88 0.15 3.30  0.226
H -5.15 -0.64 4.81  0.299
H -4.86 -1.50 3.16  0.275
H -3.48 -0.51 6.09  0.219
H -1.01 0.63 5.43  0.296
H -0.67 -1.14 5.33  0.259
H -1.29 -0.29 6.82  0.331
C -4.94 2.86 -1.93  -0.955
C -4.41 1.49 -1.42  0.556
O -3.15 1.28 -1.43  -0.671
N -5.27 0.56 -0.99  -0.106
C -6.74 0.74 -0.76  -0.969
H -6.03 2.82 -1.97  0.338
H -4.66 3.10 -2.95  0.296
H -4.72 3.73 -1.31  0.268
H -4.90 -0.37 -1.11  0.238
H -6.88 1.68 -0.23  0.373
H -7.11 -0.04 -0.09  0.307
H -7.39 0.61 -1.63  0.328

Entry 4:
Density functional theory data (ωB97M-V/def2-TZVPD) for a cluster of 6 separate species, C23H48N2O16Si in total in a non-equilibrium geometry.

E_LUMO, eV: 0.318
Net charge: 0
SMILES: CC[Si@H](N)OC#N.CCOC(=O)OC.CCOC(=O)OC.CCOC(=O)OC.CCOC(=O)OC.CCOC(=O)OC
Highest occupied orbital energy, Eh: -0.375

Each line ends with the Mulliken charge.
Atoms and positions in Å:
C 1.51 -4.60 -2.42  -0.844
C 0.12 -4.23 -1.65  -0.460
Si -1.18 -3.94 -3.06  0.491
N -2.33 -2.70 -2.49  -0.672
O -1.90 -5.50 -3.40  -0.366
C -2.47 -6.03 -2.22  0.630
N -3.05 -6.39 -1.23  -0.499
H 1.32 -4.63 -3.56  0.214
H 2.29 -3.80 -2.20  0.236
H 1.81 -5.65 -2.09  0.253
H -0.19 -5.10 -0.95  0.384
H 0.21 -3.23 -1.09  0.216
H -0.43 -3.38 -4.19  -0.164
H -2.10 -2.54 -1.48  0.305
H -2.03 -1.82 -2.96  0.292
C 1.03 0.78 2.22  -1.063
C -0.03 1.47 1.38  -0.170
O 0.56 2.26 0.34  -0.336
C 1.06 1.57 -0.70  0.760
O 1.05 0.37 -0.83  -0.570
O 1.60 2.46 -1.56  -0.347
C 2.27 1.85 -2.66  -0.582
H 1.74 1.51 2.61  0.233
H 0.57 0.24 3.05  0.397
H 1.60 0.06 1.62  0.310
H -0.59 2.16 2.02  0.239
H -0.75 0.76 0.96  0.376
H 1.61 1.16 -3.20  0.288
H 3.16 1.33 -2.32  0.259
H 2.57 2.64 -3.35  0.216
C -5.87 -6.98 -1.20  -0.985
C -7.31 -6.60 -0.88  -0.266
O -8.07 -6.39 -2.08  -0.351
C -8.41 -7.50 -2.75  0.765
O -8.15 -8.63 -2.44  -0.547
O -9.09 -7.12 -3.85  -0.336
C -9.42 -8.20 -4.72  -0.627
H -5.41 -6.22 -1.85  0.230
H -5.28 -7.06 -0.29  0.402
H -5.81 -7.93 -1.73  0.294
H -7.32 -5.66 -0.33  0.307
H -7.79 -7.35 -0.25  0.309
H -9.97 -8.98 -4.19  0.287
H -8.51 -8.61 -5.17  0.290
H -10.06 -7.81 -5.51  0.223
C -3.37 2.76 6.83  -1.099
C -2.81 3.62 5.72  -0.207
O -2.88 2.96 4.45  -0.265
C -4.11 2.89 3.90  0.687
O -5.12 3.34 4.37  -0.562
O -4.00 2.21 2.74  -0.256
C -5.26 1.97 2.11  -0.665
H -2.87 1.79 6.85  0.287
H -3.24 3.25 7.80  0.359
H -4.44 2.57 6.69  0.315
H -1.75 3.81 5.91  0.289
H -3.30 4.60 5.67  0.307
H -5.81 2.90 1.95  0.295
H -5.85 1.27 2.70  0.299
H -5.06 1.52 1.14  0.216
C 5.68 6.06 5.39  -1.084
C 4.24 6.43 5.70  -0.167
O 3.48 6.64 4.50  -0.378
C 3.15 5.52 3.83  0.713
O 3.42 4.39 4.14  -0.560
O 2.48 5.90 2.72  -0.370
C 2.15 4.81 1.86  -0.411
H 6.14 6.81 4.74  0.291
H 6.26 5.98 6.31  0.351
H 5.74 5.11 4.86  0.309
H 4.23 7.38 6.25  0.289
H 3.76 5.68 6.33  0.302
H 1.60 4.03 2.39  0.173
H 3.06 4.40 1.41  0.243
H 1.52 5.19 1.06  0.275
C 8.25 0.64 -5.60  -1.101
C 8.06 2.15 -5.54  -0.162
O 6.94 2.50 -4.71  -0.352
C 7.14 2.37 -3.38  0.740
O 8.16 2.01 -2.85  -0.549
O 6.00 2.71 -2.76  -0.305
C 6.04 2.51 -1.35  -0.636
H 7.33 0.15 -5.93  0.290
H 9.05 0.38 -6.29  0.354
H 8.50 0.23 -4.62  0.317
H 7.84 2.52 -6.54  0.284
H 8.97 2.65 -5.19  0.309
H 6.89 3.04 -0.90  0.372
H 6.09 1.44 -1.12  0.328
H 5.12 2.91 -0.92  0.113